Record 1
Here is the molecule C7H7N3O2S at a distorted geometry from the OMol25 dataset. Energies are from ωB97M-V/def2-TZVPD.

- gap between HOMO and LUMO (Eh) = 0.326
- LUMO (eV) = -0.24
- HOMO (eV) = -9.10
- molecular weight (g mol⁻¹) = 197.22
- multiplicity = 1
- E_tot (hartree) = -983.81849
- structure (SMILES) = CS(=O)(=O)c1ccnc2nc[nH]c12
- max |F| (eV Å⁻¹) = 5.7

Cartesian coordinates (Å):
1 S -1.68464 -0.67558 0.34373
2 O -1.37095 -1.99430 -0.18669
3 O -2.24045 -0.66213 1.63839
4 N 1.35947 -1.71073 -0.05538
5 N 3.28714 -0.66108 -0.09493
6 N 2.29030 1.59176 0.17174
7 C -0.21424 0.39311 0.24502
8 C -0.05392 1.75373 0.42917
9 C 1.21571 2.34716 0.27396
10 C 1.05216 -0.43108 0.00779
11 C 2.29052 0.30396 0.03390
12 C -3.02904 0.16686 -0.64787
13 C 2.72062 -1.79914 -0.13222
14 H -2.49908 0.99265 -1.01180
15 H -3.83994 0.33663 0.16419
16 H 3.06741 -2.83439 -0.34669
17 H -0.97443 2.28405 0.46667
18 H -3.34644 -0.41612 -1.41577
19 H 0.67746 -2.45485 0.04736
20 H 1.29233 3.46947 0.06942

Record 2
Here is a cluster of 3 separate species, C7H7N3O2S in total at a distorted geometry from the OMol25 dataset. Energies are from ωB97M-V/def2-TZVPD.

- gap between HOMO and LUMO (Eh) = 0.314
- LUMO (eV) = -1.01
- HOMO (eV) = -9.54
- molecular weight (g mol⁻¹) = 197.22
- multiplicity = 1
- E_tot (hartree) = -983.78253
- max |F| (eV Å⁻¹) = 4.4

Cartesian coordinates (Å):
1 S 0.28709 0.82519 -1.67229
2 O 0.37158 0.32879 -3.07378
3 O 1.56759 0.98071 -1.09370
4 N 0.22105 1.25444 2.09208
5 N -1.27479 2.36656 -4.89109
6 N -0.00026 -2.28991 0.00768
7 C -1.12016 -0.48004 1.11220
8 C 0.08231 0.01701 1.55171
9 C -1.47468 1.25589 -5.01235
10 C 1.16732 -1.79188 0.44125
11 C 1.27574 -0.66943 1.21005
12 C 0.36446 1.45227 3.31275
13 C -1.10510 -1.61434 0.25371
14 H 0.28205 2.48358 3.62797
15 H 0.58212 0.75187 4.11492
16 H -1.97198 -1.98307 -0.17431
17 H 2.03352 -2.44987 0.14532
18 H 2.24052 -0.42221 1.68570
19 H -1.46336 0.19211 -5.18570
20 H -2.06502 -0.20767 1.54790

Record 3
Here is the molecule C7H7N3O3 at a distorted geometry from the OMol25 dataset. Energies are from ωB97M-V/def2-TZVPD.

- gap between HOMO and LUMO (alpha / beta) (Eh) = 0.275 / 0.275
- LUMO (alpha / beta) (eV) = -0.31 / -0.31
- HOMO (alpha / beta) (eV) = -7.79 / -7.79
- molecular weight (g mol⁻¹) = 181.15
- multiplicity = 1
- E_tot (hartree) = -660.78117
- max |F| (eV Å⁻¹) = 1.7

Cartesian coordinates (Å):
1 O 3.15419 1.22926 1.56138
2 O -1.37568 0.51762 3.43860
3 O 2.91475 1.48639 -0.56585
4 N 2.53581 1.07353 0.51848
5 N 1.36153 0.47539 0.67715
6 N -1.27237 -0.05850 1.26796
7 C 0.58960 0.03510 -0.32893
8 C -1.63834 -0.77267 -0.97103
9 C -1.21344 -0.97776 -2.26021
10 C 0.99147 -0.20233 -1.66195
11 C -0.76014 -0.27946 -0.00356
12 C -0.64599 0.31511 2.34175
13 C 0.11336 -0.69180 -2.59327
14 H 0.43405 0.45318 2.28135
15 H -1.89391 -1.35318 -3.00662
16 H 0.45335 -0.85696 -3.60466
17 H -2.28219 -0.18661 1.35453
18 H 2.00799 0.02003 -1.94408
19 H -2.65660 -1.00066 -0.68781
20 H -0.81747 0.77432 4.18679

Record 4
Here is a cluster of 2 separate species, C7H7N4O2S2 in total at a distorted geometry from the OMol25 dataset. Energies are from ωB97M-V/def2-TZVPD.

- gap between HOMO and LUMO (alpha / beta) (Eh) = 0.274 / 0.274
- LUMO (alpha / beta) (eV) = 2.46 / 2.46
- HOMO (alpha / beta) (eV) = -5.00 / -4.99
- molecular weight (g mol⁻¹) = 243.29
- multiplicity = 1
- E_tot (hartree) = -1436.66209
- max |F| (eV Å⁻¹) = 4.3
- charge = -1

Cartesian coordinates (Å):
1 S 0.03190 0.95160 -1.82884
2 S 0.79790 1.47001 1.09555
3 O -0.37376 2.07525 -2.69161
4 O 1.40876 0.44587 -1.89260
5 N -0.84777 -1.63791 1.15138
6 N -0.99441 -0.14851 -2.00327
7 N 0.76320 -2.14721 -0.22328
8 N 1.08061 -2.75157 0.95049
9 C -1.40989 2.64892 1.46807
10 C 0.06267 -2.39238 1.81630
11 C 1.43869 -2.29762 -1.42610
12 C -1.44848 2.26798 0.06103
13 C -0.23336 2.41019 2.04828
14 C -0.32936 1.57151 -0.22273
15 C -0.45735 -1.60483 -0.08935
16 H 0.21527 -2.39933 2.92113
17 H 0.02654 2.77903 2.98577
18 H -2.27273 2.55172 -0.57060
19 H 2.23990 -3.06154 -1.47918
20 H 1.67502 -1.36420 -1.77118
21 H 0.76772 -2.64699 -2.18489
22 H -2.14107 3.28002 1.88563